No. 1
Below is 6 unconnected molecules or ions with the total composition H14NO5, with properties calculated with wB97M-V/def2-TZVPD.

```
20
Properties=species:S:1:pos:R:3
O 0.3626 1.9370 0.0823
O -1.5814 -3.3129 -1.1049
O -0.6210 -0.5996 2.3286
O 4.1394 -2.2556 -0.8645
O -1.2197 4.7795 0.0079
N -1.0221 -0.6194 -0.4850
H -2.0907 -3.6590 -1.8476
H 4.6223 -1.8784 -0.1232
H -1.1182 4.9893 -0.9300
H -1.4064 -0.9387 2.7861
H -1.6183 -4.0137 -0.4446
H -0.9837 0.3885 -0.3474
H -1.6468 5.5733 0.3508
H -0.9991 -0.9779 0.4868
H -0.2584 -0.0432 3.0378
H 4.4907 -1.8527 -1.6633
H -0.1820 -1.0270 -0.8946
H -1.8259 -1.0689 -0.9239
H -0.1190 2.7624 0.2288
H 1.2415 2.0749 0.4453
```

Results
Kohn-Sham gap = 10.9 eV
HOMO level = -13.859 eV
Charge = +1

Mulliken population analysis, charges in e, atoms 1 to 2: -0.646, -0.629

***

No. 2
Below is a molecular structure, H14NaO7, with properties calculated with wB97M-V/def2-TZVPD.

```
22
Properties=species:S:1:pos:R:3
Na 0.5372 0.0725 0.5878
O 2.6189 -1.3317 1.5910
O 0.1618 2.1941 -0.6217
O 1.2755 0.1053 -1.9170
O 0.0692 -2.2999 -0.2752
O -0.4369 1.9798 2.6560
O -1.4256 -0.5164 -2.3320
O -2.0179 -0.0035 0.8628
H -0.8596 2.1336 3.5009
H 3.4782 -1.2179 1.1849
H -1.0784 1.4762 2.1549
H 0.7263 0.8887 -1.8867
H -0.5205 -0.4682 -2.6398
H 0.5347 -2.8003 -0.9453
H -0.5969 2.2666 -1.2008
H 2.1578 0.4372 -2.0834
H -0.7840 -2.7282 -0.2053
H -1.3509 -0.6581 -1.3883
H 2.3854 -2.2417 1.4077
H -2.3384 -0.8836 1.0603
H 0.2749 3.0744 -0.2631
H -2.8107 0.5213 0.7523
```

Results
Kohn-Sham gap = 11.2 eV
HOMO level = -14.573 eV
Charge = +1

Mulliken population analysis, charges in e, atoms 1 to 2: 0.759, -0.615

***

No. 3
Below is a molecular structure, H14NaO7, with properties calculated with wB97M-V/def2-TZVPD.

```
22
Properties=species:S:1:pos:R:3
Na 0.2850 -0.0712 -0.2328
O 2.0164 -0.5583 -1.8987
O 0.5397 -2.2717 1.1792
O -1.2897 -0.7561 2.5649
O -1.9830 0.9091 0.6163
O 0.2216 2.2245 -1.0907
O 1.7146 0.7671 1.4760
O -1.2980 -0.4967 -2.2024
H 0.8750 2.9216 -1.0330
H -0.6194 2.6800 -1.0504
H 1.1665 1.2722 2.0766
H -1.9866 1.8034 0.2749
H -2.8875 0.7520 0.8871
H -1.2989 0.0052 1.9849
H 1.8440 -0.9972 -2.7317
H 2.6492 -1.1239 -1.4560
H 2.3884 1.3838 1.1898
H -1.4858 -0.0251 -3.0139
H 0.1715 -3.0596 0.7793
H 1.0325 -2.5935 1.9340
H -0.6441 -1.3463 2.1761
H -1.4117 -1.4196 -2.4295
```

Results
Kohn-Sham gap = 10.5 eV
HOMO level = -13.755 eV
Charge = +1

Mulliken population analysis, charges in e, atoms 1 to 2: 0.742, -0.622

***

No. 4
Below is a molecular structure, H14NaO7, with properties calculated with wB97M-V/def2-TZVPD.

```
22
Properties=species:S:1:pos:R:3
Na -0.0938 -0.5233 0.4173
O 1.6239 1.2110 0.8433
O -1.4358 -0.7701 2.5201
O -2.0212 -1.4357 -0.9220
O 1.9933 -1.7060 1.3095
O 0.8722 2.4000 -1.8323
O 1.0796 -0.7783 -1.9592
O -1.7358 1.6332 -0.2652
H 0.3257 -1.1919 -2.3796
H 2.3466 1.5863 0.3403
H -2.2292 -2.0041 -1.6636
H 2.9342 -1.5537 1.2216
H -1.6994 -1.6681 2.3193
H -1.6385 2.5157 -0.6230
H -2.8729 -1.1980 -0.5555
H 0.7415 1.6288 -1.2805
H 1.9220 -2.3893 1.9760
H -1.1593 -0.8003 3.4360
H 1.9261 1.2337 1.7512
H 1.5772 -0.3955 -2.6818
H 0.0379 2.5134 -2.2876
H -2.4942 1.6921 0.3158
```

Results
Kohn-Sham gap = 11.1 eV
HOMO level = -14.244 eV
Charge = +1

Mulliken population analysis, charges in e, atoms 1 to 2: 0.690, -0.510

***

No. 5
Below is 7 unconnected molecules or ions with the total composition H14O6S, with properties calculated with wB97M-V/def2-TZVPD.

```
21
Properties=species:S:1:pos:R:3
S 0.8448 -3.2071 1.2794
O -1.3594 -0.3966 0.3236
O 2.4527 0.7157 0.8927
O -2.3215 1.2873 -2.4174
O 0.2009 1.8863 -0.0910
O 0.5646 -0.4650 -2.4784
O 0.1525 -0.3580 2.7231
H -2.3056 -0.5172 0.2316
H -2.1876 1.5193 -1.4942
H 0.0827 2.8025 -0.3555
H 1.1498 1.7273 0.0759
H 1.9322 0.6006 1.6977
H -1.4724 0.9845 -2.7512
H -0.3430 -2.8322 0.7458
H 2.1036 0.0381 0.2976
H -0.4728 -0.3067 3.4518
H 0.8097 0.3629 -2.8940
H -0.3175 -0.1847 1.8903
H 0.7169 -2.3232 2.3225
H 0.6566 -1.2631 -2.9983
H -0.8874 -0.0706 -0.4519
```

Results
Kohn-Sham gap (alpha / beta) = 9.9 / 4.2 eV
2S+1 = 2
HOMO level (alpha / beta) = -14.024 / -14.024 eV
Charge = +1
<S²> = 0.753

Mulliken population analysis, charges in e, atoms 1 to 2: 0.205, -0.630

***

No. 6
Below is 7 unconnected molecules or ions with the total composition H14O6S2, with properties calculated with wB97M-V/def2-TZVPD.

```
22
Properties=species:S:1:pos:R:3
S -2.1605 -0.5253 -5.4111
S -0.7527 0.8165 -4.4310
O -0.0476 2.4547 3.1721
O 2.9050 -4.0062 -1.0960
O -0.4373 -1.7050 2.5128
O 0.2774 0.6839 0.0994
O 3.4269 1.3302 2.3613
O -4.6307 0.6724 -0.5688
H 0.1843 3.1941 2.5765
H 3.6049 1.6923 1.4873
H 0.5272 2.5277 3.8818
H -4.1784 1.4835 -0.3042
H -0.9523 0.2780 -3.2022
H -0.2852 -0.8493 2.1896
H -1.4660 -0.5595 -6.5260
H 1.9690 -3.6466 -1.0748
H -4.5558 0.0602 0.1558
H -1.0669 -2.2807 1.9139
H 0.7884 1.1306 -0.5826
H 0.5488 1.1142 0.9615
H 3.1563 0.3538 2.0565
H 3.1451 -4.2195 -0.1718
```

Results
Kohn-Sham gap = 8.6 eV
HOMO level = -8.901 eV
Charge = 0

Mulliken population analysis, charges in e, atoms 1 to 2: -0.160, -0.167

***

No. 7
Below is 7 unconnected molecules or ions with the total composition H14O7, with properties calculated with wB97M-V/def2-TZVPD.

```
21
Properties=species:S:1:pos:R:3
O -1.6840 2.2394 1.7067
O 1.6312 -1.6469 0.8785
O 0.3107 0.5265 -0.0699
O 0.5770 3.0538 0.1132
O 0.6855 -0.9687 -2.2113
O -2.5384 0.0169 0.7234
O 0.8943 -3.6219 -0.9786
H 1.2708 -3.0509 -0.2209
H -2.9801 0.7287 0.2421
H 2.5222 -1.2701 1.0389
H -1.9707 2.9545 2.2912
H 1.1612 -0.8959 -3.0457
H 1.0650 -0.8448 0.7142
H 0.6496 -1.9130 -1.9395
H -0.6969 0.4356 -0.1516
H 0.4333 2.7467 -0.8056
H -0.9919 2.5709 1.1359
H 0.1190 -4.0152 -0.5220
H 0.7248 0.1734 -0.8975
H -2.1756 0.5404 1.4780
H 0.9930 2.2407 0.5205
```

Results
Kohn-Sham gap = 11.6 eV
HOMO level = -11.163 eV
Charge = 0

Mulliken population analysis, charges in e, atoms 1 to 2: -0.648, -0.738

***

No. 8
Below is 7 unconnected molecules or ions with the total composition H14O7, with properties calculated with wB97M-V/def2-TZVPD.

```
21
Properties=species:S:1:pos:R:3
O 0.7718 1.5610 3.6475
O -0.0022 -2.4467 -1.3734
O -2.0854 4.0566 -0.2627
O 0.0377 -3.6381 2.0472
O 3.2858 0.0898 -0.3598
O -3.3749 -0.9522 -3.0281
O -0.2798 0.9823 0.2958
H 0.6438 0.8121 0.1106
H 0.5978 1.3686 2.7262
H -1.5914 3.2611 -0.0644
H -0.7153 0.1457 0.1329
H 0.0495 -3.0751 1.2731
H -1.4301 4.7543 -0.2545
H -3.1092 -0.5406 -3.8505
H 0.8157 -3.3816 2.5422
H 0.6213 -1.7645 -1.6226
H 0.6292 2.5042 3.7269
H -2.5564 -1.2587 -2.6377
H 0.0678 -3.1012 -2.0683
H 3.7079 0.1314 -1.2179
H 3.9165 0.4917 0.2376
```

Results
Kohn-Sham gap = 11.1 eV
HOMO level = -11.283 eV
Charge = 0

Mulliken population analysis, charges in e, atoms 1 to 2: -0.640, -0.614

***

No. 9
Below is 7 unconnected molecules or ions with the total composition H14O7, with properties calculated with wB97M-V/def2-TZVPD.

```
21
Properties=species:S:1:pos:R:3
O 0.1242 2.5347 -0.6102
O 1.3706 0.0808 -0.3467
O -2.9728 0.1289 -2.4929
O -2.4572 1.7013 -0.0485
O -1.1106 -1.3743 -1.0148
O 3.5741 -1.5978 1.3395
O 1.3030 -0.9752 3.3913
H 2.1628 -0.3561 0.0236
H -1.7809 1.0335 0.0992
H 3.1652 -1.4570 2.2142
H -2.7236 0.8821 -2.9510
H 0.8810 -0.7060 -0.6281
H -1.6562 -0.9778 -1.7453
H 0.5843 3.3623 -0.7030
H 0.7210 1.7495 -0.6544
H 0.9249 -1.8388 3.2578
H -1.3652 -2.3440 -1.0167
H -1.8676 2.4493 -0.1665
H -3.2654 0.6128 -1.6665
H 3.4655 -2.4866 1.0324
H 0.9228 -0.4215 2.6867
```

Results
Kohn-Sham gap = 11.3 eV
HOMO level = -11.068 eV
Charge = 0

Mulliken population analysis, charges in e, atoms 1 to 2: -0.643, -0.652

***

No. 10
Below is 7 unconnected molecules or ions with the total composition H14O7, with properties calculated with wB97M-V/def2-TZVPD.

```
21
Properties=species:S:1:pos:R:3
O -0.4388 -1.9936 -0.1053
O 2.6156 1.1239 0.0409
O -0.9919 1.4441 0.9668
O 1.0383 -0.3862 1.6105
O 0.2383 1.7492 -1.2445
O -0.0911 -0.6682 -2.5169
O -2.4548 -0.7192 1.0346
H 0.6151 -1.0679 1.0764
H -0.2403 -1.2219 -1.7116
H 0.7603 -0.9382 -2.8795
H -2.5740 -0.9911 1.9815
H -2.0680 0.1997 1.0799
H 0.4016 0.3780 1.6124
H -1.2334 2.3124 1.3298
H 2.1249 0.4885 0.6262
H 1.1766 1.6969 -0.9543
H -1.2919 -1.6172 0.2415
H -0.5589 1.6084 0.0410
H 3.3765 0.6116 -0.2942
H 0.1189 0.9556 -1.8351
H -0.5232 -2.9649 -0.1002
```

Results
Kohn-Sham gap = 11.5 eV
HOMO level = -11.122 eV
Charge = 0

Mulliken population analysis, charges in e, atoms 1 to 2: -0.834, -0.739

***

No. 11
Below is 7 unconnected molecules or ions with the total composition H14O7, with properties calculated with wB97M-V/def2-TZVPD.

```
21
Properties=species:S:1:pos:R:3
O -1.7825 0.3158 -3.7182
O -0.3283 2.7151 -0.5696
O 0.5233 -0.2717 -2.1295
O -2.1712 1.5084 1.2071
O -0.0551 -2.9423 2.4017
O 2.6007 -1.0192 2.4954
O 0.1338 -0.0433 0.5795
H -2.9723 1.0633 0.9309
H 0.4615 -3.6825 2.7201
H 2.6286 -0.2797 3.1025
H 1.0043 0.3242 0.4268
H 1.1040 0.1853 -2.7379
H 0.5475 -2.1992 2.4298
H -0.2782 -0.0515 -0.2845
H 2.9973 -0.6845 1.6911
H -1.5650 0.7997 1.4226
H -1.1357 0.0457 -3.0663
H -0.0826 3.4069 0.0447
H -1.4620 -0.0527 -4.5414
H -0.7623 2.0561 -0.0277
H 0.5941 -1.1937 -2.3769
```

Results
Kohn-Sham gap = 10.7 eV
HOMO level = -10.676 eV
Charge = 0

Mulliken population analysis, charges in e, atoms 1 to 2: -0.633, -0.635

***

No. 12
Below is a molecular structure, H14O7Xe, with properties calculated with wB97M-V/def2-TZVPD.

```
22
Properties=species:S:1:pos:R:3
Xe -16.6920 4.7779 3.3908
O -17.5955 7.1328 -0.0596
O -13.0946 5.1950 5.1095
O -15.2616 1.3518 4.7742
O -13.0050 2.9816 3.5117
O -21.0310 4.1028 4.4264
O -19.7660 6.1853 1.5967
O -15.1848 5.5945 0.2359
H -14.6596 6.3833 0.3713
H -20.4431 3.3477 4.4074
H -18.3091 6.7703 0.4654
H -14.5643 4.8728 0.3372
H -15.8901 0.8995 4.2116
H -20.4917 5.5794 1.7466
H -13.2494 5.9930 4.6042
H -20.4476 4.8616 4.4149
H -19.6628 6.6466 2.4290
H -16.8076 6.7098 0.2818
H -15.0102 2.1297 4.2763
H -13.1267 3.7483 4.0718
H -13.3388 5.4271 6.0055
H -12.7803 2.2753 4.1173
```

Results
Kohn-Sham gap = 10.5 eV
HOMO level = -10.454 eV
Charge = 0

Mulliken population analysis, charges in e, atoms 1 to 2: 0.009, -0.619

***

Computed values of calculated total energy (unit: eV) for the preceding records, in sequence: -11949.338, -18972.747, -18972.926, -18972.956, -23338.101, -34181.391, -14560.485, -14559.569, -14560.352, -14561.319, -14559.750, -23521.951.
Computed values of ΔE to the lowest compared entry with this formula, charge and spin (unit: kJ/mol) for the preceding records, in sequence: 104.6, 73.8, 56.6, 53.7, 0.0, 215.4, 94.2, 182.6, 107.1, 13.8, 165.1, 60.3.